The following is a quantum chemistry calculation of C4H7NO in the gas phase, from the Open Molecules 2025 dataset.

```
13
Properties=species:S:1:pos:R:3:forces:R:3
H 2.326288 0.336870 -1.105998 -0.1 0.0 0.1
O 0.327601 2.235813 -0.046247 0.1 -0.4 0.1
H -1.838009 0.181235 -1.145834 0.0 -0.1 0.1
C -0.333931 -0.158160 0.363331 -0.3 0.2 0.1
N 0.669052 -0.927326 -0.410410 0.0 -0.4 0.0
H -2.256322 -1.104317 0.012142 0.1 0.1 0.0
H 0.912910 -1.825710 -0.009546 0.0 0.1 0.0
H -2.322827 0.593671 0.515311 0.1 -0.1 -0.1
H 2.333964 -0.005557 0.653525 -0.1 0.0 -0.1
H -0.280634 -0.382247 1.441192 0.0 0.1 -0.1
C -1.773489 -0.128320 -0.099148 0.0 0.0 0.0
C 0.537098 1.063793 0.069278 0.0 0.4 0.0
C 1.698297 0.120251 -0.237601 0.3 0.2 -0.1
```
Forces are in eV/Å.

HOMO-LUMO gap in hartree: 0.3835
ΔE to the lowest compared entry with this formula, charge and spin in kJ/mol: 163.1
E_tot in eV: -7797.954
LUMO level in eV: 0.8
F_max in eV Å⁻¹: 0.5
SMILES: C[C@H]1NCC1=O

***

The following is a quantum chemistry calculation of C4H7NO in the gas phase in a non-equilibrium geometry, from the Open Molecules 2025 dataset.

```
13
Properties=species:S:1:pos:R:3:forces:R:3
H 0.852918 0.971724 1.420631 -0.1 -0.1 0.0
H -0.321716 0.008862 2.341049 0.1 0.0 -0.2
C 1.216396 -1.478791 -0.114622 -0.5 0.5 1.3
N 0.758431 -0.677395 -1.083376 1.6 -3.4 -1.9
H -1.430558 1.320791 0.446475 0.1 -0.1 0.0
C -0.146614 0.430020 -1.061931 -0.5 0.7 -0.1
C 0.138816 0.140541 1.358710 0.0 0.0 0.0
H -0.834875 0.381461 -1.911655 0.1 -0.1 0.1
O 0.881405 -1.075779 1.118661 0.2 0.0 0.3
H 0.960344 -1.338567 -1.886144 -0.8 2.3 0.3
H 0.429270 1.359877 -1.156693 -0.2 0.0 0.0
H -1.617430 -0.429965 0.262045 0.1 0.1 0.0
C -0.886385 0.387222 0.266851 -0.2 0.0 0.1
```
Forces are in eV/Å.

HOMO-LUMO gap in hartree: 0.3393
ΔE to the lowest compared entry with this formula, charge and spin in kJ/mol: 256.4
E_tot in eV: -7796.987
LUMO level in eV: 0.8
F_max in eV Å⁻¹: 4.1

***

The following is a quantum chemistry calculation of C4H7NO in the gas phase in a non-equilibrium geometry, from the Open Molecules 2025 dataset.

```
13
Properties=species:S:1:pos:R:3:forces:R:3
H 0.326342 1.326216 1.402503 0.2 0.0 0.1
H 1.193994 1.227446 -1.035544 0.0 -0.1 0.2
C 1.483145 0.518282 -0.253345 0.0 0.1 0.0
C -1.179900 -0.061674 -0.979074 0.5 -0.8 0.2
C -0.948916 0.043149 0.317385 0.2 0.2 -0.1
H 2.413245 0.871307 0.200321 -0.1 0.0 -0.1
N -1.019634 -0.854783 -1.941049 -0.1 0.2 -0.1
H 1.700559 -0.435645 -0.749599 -0.2 0.2 0.2
C 0.404013 0.400152 0.830394 0.0 0.2 0.2
H -2.689488 -0.540921 0.746923 0.1 -0.1 0.3
O -1.884783 -0.311758 1.235249 -0.3 0.4 0.1
H 0.668942 -0.398607 1.538004 -0.1 0.2 0.0
H -0.582837 -1.646991 -1.443842 -0.2 -0.4 -1.0
```
Forces are in eV/Å.

HOMO-LUMO gap in hartree: 0.3245
ΔE to the lowest compared entry with this formula, charge and spin in kJ/mol: 304.4
E_tot in eV: -7796.490
LUMO level in eV: 0.6
F_max in eV Å⁻¹: 1.1
SMILES: CCC(O)=C=N

***

The following is a quantum chemistry calculation of C4H7NO in the gas phase in a non-equilibrium geometry, from the Open Molecules 2025 dataset.

```
13
Properties=species:S:1:pos:R:3:forces:R:3
C -0.285956 0.198407 -0.348496 0.7 -3.5 -2.6
C 2.279138 0.295072 0.354959 0.2 -0.6 0.4
H -0.533347 -2.850079 -0.431926 -0.2 0.2 0.1
H -2.056642 0.831152 -1.302308 0.2 0.1 0.1
H -1.504696 1.889825 0.044778 0.0 0.0 -0.2
C 0.945608 0.189434 0.422280 -0.7 4.3 0.8
H 2.817797 1.046443 0.916753 -0.1 -0.6 0.6
O -0.913279 -2.000405 -0.157315 0.2 -0.3 -0.9
H 0.248833 0.676421 1.214141 1.8 -0.2 0.6
C -1.620548 0.860012 -0.299466 0.2 -0.3 0.7
N 0.103373 -1.059183 -0.566040 -2.4 0.4 0.9
H -2.311512 0.354417 0.380966 0.0 0.0 -0.1
H 2.831232 -0.431515 -0.228325 0.0 0.5 -0.5
```
Forces are in eV/Å.

HOMO-LUMO gap in hartree: 0.2994
ΔE to the lowest compared entry with this formula, charge and spin in kJ/mol: 672.4
E_tot in eV: -7792.675
LUMO level in eV: 0.8
F_max in eV Å⁻¹: 4.4

***

The following is a quantum chemistry calculation of a molecular structure, C4H7NO in a non-equilibrium geometry, from the Open Molecules 2025 dataset.

```
13
Properties=species:S:1:pos:R:3:forces:R:3
H -0.990283 -1.947562 -0.767746 -0.1 0.4 0.3
C -1.633431 0.578560 0.491185 -0.8 0.0 -1.9
H -0.481806 -2.153042 0.942047 1.0 -0.3 -0.3
H 0.943546 -0.727131 -1.302704 -0.3 0.1 -0.9
O -0.562947 0.730258 -1.064993 -1.0 0.1 1.7
N -1.657280 -0.607549 0.726473 0.7 0.6 -0.1
H 2.112449 0.252857 0.679196 0.4 -0.1 0.5
C 0.481277 0.018666 -0.668449 -0.1 -0.5 0.3
H -2.429666 1.258970 0.740839 0.3 0.9 -0.4
H 2.309597 1.474788 -0.550943 -0.9 -0.9 -0.5
C -0.680018 -1.429634 0.154527 1.2 0.1 0.0
C 1.548429 0.892038 0.021527 -0.2 -0.4 0.7
H 1.040138 1.658775 0.599042 -0.2 0.0 0.3
```
Forces are in eV/Å.

HOMO-LUMO gap in hartree: 0.3579
ΔE to the lowest compared entry with this formula, charge and spin in kJ/mol: 488.4
E_tot in eV: -7794.583
LUMO level in eV: 0.7
F_max in eV Å⁻¹: 2.1

***

The following is a quantum chemistry calculation of C4H7NO in the gas phase, from the Open Molecules 2025 dataset.

```
13
Properties=species:S:1:pos:R:3:forces:R:3
C 1.776945 0.335483 -0.214665 0.2 0.0 0.0
H -0.033668 -1.002393 1.152173 -0.1 0.2 -0.1
C -0.481365 -0.532680 0.275974 -0.1 -0.1 0.2
O -2.267434 -2.095127 0.357151 0.3 0.3 -0.3
H 2.390696 -0.460119 -0.644576 -0.1 0.1 0.0
N 0.387289 0.201250 -0.634709 0.0 0.1 -0.1
H 2.141360 1.298121 -0.586957 0.0 -0.2 0.0
H -1.326282 1.446056 -0.376834 0.0 -0.1 0.2
C -1.696811 -1.216223 -0.243857 -0.1 -0.2 0.2
H -2.111206 -0.778533 -1.177061 0.1 -0.2 0.0
H 1.899111 0.327041 0.882322 -0.1 0.0 -0.2
H -0.152992 1.516740 1.034005 0.1 0.0 -0.1
C -0.525647 0.960389 0.177038 -0.1 0.3 0.1
```
Forces are in eV/Å.

HOMO-LUMO gap in hartree: 0.3887
ΔE to the lowest compared entry with this formula, charge and spin in kJ/mol: 221.3
E_tot in eV: -7797.350
LUMO level in eV: 1.0
F_max in eV Å⁻¹: 0.5
SMILES: CN1C[C@H]1C=O

***

The following is a quantum chemistry calculation of C4H7NO in the gas phase in a non-equilibrium geometry, from the Open Molecules 2025 dataset.

```
13
Properties=species:S:1:pos:R:3:forces:R:3
O -0.754461 -0.000451 1.440103 -0.1 -0.2 0.0
H 1.044100 1.249259 -0.440713 1.1 0.1 -0.1
H 2.277772 0.554080 0.546903 0.7 -0.2 0.0
C -0.198858 -0.290916 -0.870592 -0.8 -0.2 -0.2
H -0.297100 -0.077723 -1.927375 -0.4 -0.2 0.0
N 1.025284 -0.821476 -0.456555 -0.1 0.5 0.0
C -0.956031 0.274876 0.086023 -0.2 -1.1 -0.4
C -2.081480 -0.093618 0.872277 -0.8 0.0 0.1
H -2.362967 -1.123026 0.664573 -0.5 0.1 0.4
C 1.791033 0.436714 -0.413243 0.6 0.6 0.2
H 2.455017 0.493608 -1.274537 0.3 0.2 0.2
H -2.823009 0.574067 1.279766 -0.1 0.2 0.0
H 0.880699 -1.175394 0.493370 0.2 0.2 -0.3
```
Forces are in eV/Å.

HOMO-LUMO gap in hartree: 0.3492
ΔE to the lowest compared entry with this formula, charge and spin in kJ/mol: 452.6
E_tot in eV: -7794.954
LUMO level in eV: 0.9
F_max in eV Å⁻¹: 1.2
SMILES: CN/C=C1/CO1

***

The following is a quantum chemistry calculation of C4H7NO in the gas phase in a non-equilibrium geometry, from the Open Molecules 2025 dataset.

```
13
Properties=species:S:1:pos:R:3:forces:R:3
C 0.737842 0.596420 0.203570 0.2 0.3 0.0
C -1.546821 0.419443 0.551765 -0.3 0.3 0.3
C -1.313159 -0.809116 -0.270589 0.1 -0.2 -0.1
H -1.244180 -0.853052 -1.359878 0.3 0.5 0.3
H -2.216606 0.331905 1.392903 0.0 -0.1 0.2
C 1.958075 -0.063487 -0.342822 0.1 -0.1 -0.1
H 2.353654 0.544449 -1.157594 0.0 -0.1 0.1
H 2.695203 -0.094561 0.464631 0.0 -0.1 -0.2
H 1.736509 -1.081826 -0.667775 0.1 0.1 0.0
O 0.645082 1.795941 0.381542 0.5 -0.3 -0.1
H -1.663120 -1.751864 0.145619 -0.3 0.2 -0.1
N -0.282084 -0.264877 0.612193 0.1 0.1 0.3
H -1.305536 1.457453 0.256035 -1.1 -0.7 -0.5
```
Forces are in eV/Å.

HOMO-LUMO gap in hartree: 0.3967
ΔE to the lowest compared entry with this formula, charge and spin in kJ/mol: 190.6
E_tot in eV: -7797.669
LUMO level in eV: 1.0
F_max in eV Å⁻¹: 1.4
SMILES: CC(=O)N1CC1

***

Among the records above, which one has the lowest E_tot? number 1